Entry w
{
  "formula": "C5H9N3",
  "method": "ωB97M-V/def2-TZVPD",
  "elements": ["C", "C", "C", "N", "C", "C", "N", "N", "H", "H", "H", "H", "H", "H", "H", "H", "H"],
  "coordinates": [[0.02473, -0.93096, 1.06264], [0.03410, -0.32971, -0.36081], [-1.42850, -0.31345, -0.79453], [-1.52355, 1.15016, -0.14418], [-0.00448, 0.99505, -0.08330], [1.37234, 1.22465, 0.27546], [2.10812, 0.30951, -0.36599], [1.30860, -0.52758, -1.01931], [1.02606, -1.01099, 1.48306], [-0.23346, -1.97140, 0.82291], [-0.58353, -0.66007, 1.98018], [-1.54955, -0.32352, -1.82008], [-2.24802, -0.96314, -0.57113], [-1.86842, 1.11276, 0.78960], [0.08957, 1.51632, -1.11599], [1.70198, 2.09152, 0.87499], [1.77400, -1.36915, -1.01352]],
  "gap_ev": 9.214,
  "e_homo_ev": -8.3,
  "smiles": "C[C@@]12CN[C@H]1C=NN2",
  "total_charge": 0
}

---

Entry x
{
  "formula": "C5H9N3",
  "method": "ωB97M-V/def2-TZVPD",
  "elements": ["C", "C", "C", "C", "C", "H", "H", "H", "H", "H", "H", "H", "H", "H", "N", "N", "N"],
  "coordinates": [[-1.77789, -0.68570, -0.75724], [-1.03097, 0.08908, 0.26045], [0.73935, 1.02331, 0.40680], [1.84186, 0.74463, -0.53790], [0.30747, -0.41488, 0.83789], [-2.29020, -1.51303, -0.19085], [-1.20177, -1.26980, -1.64239], [-2.48277, -0.05862, -1.25937], [-1.66590, 0.21544, 1.09307], [-0.86382, 2.11401, 0.22429], [1.26506, 1.75683, 1.07627], [2.46909, 1.39297, -1.13405], [1.84289, -2.01643, 0.79180], [-0.03397, -0.82171, 1.91937], [-0.44202, 1.33834, -0.41130], [2.10674, -0.52702, -0.71813], [1.21685, -1.36742, 0.04129]],
  "gap_ev": 9.407,
  "e_homo_ev": -8.7,
  "total_charge": 0
}

---

Entry y
{
  "formula": "C5H9N3",
  "method": "ωB97M-V/def2-TZVPD",
  "elements": ["C", "C", "C", "N", "N", "C", "N", "C", "H", "H", "H", "H", "H", "H", "H", "H", "H"],
  "coordinates": [[2.08566, 1.24297, -0.48309], [2.45771, 0.12742, 0.14832], [1.92579, -1.25032, 0.02369], [0.67622, -1.57323, -0.03093], [-0.27892, -0.67400, 0.11110], [-1.53648, -1.16526, -0.29636], [-2.60889, -0.51016, -0.37757], [-2.65359, 0.81945, 0.24588], [1.33416, 1.15771, -1.26752], [2.55589, 2.22279, -0.30747], [3.05558, 0.26918, 1.05186], [2.65072, -2.09189, -0.07451], [-0.21521, 0.17145, 0.69849], [-1.49861, -2.19088, -0.54899], [-3.43929, 1.39368, -0.27329], [-1.67695, 1.33178, 0.09266], [-2.83381, 0.71930, 1.28773]],
  "gap_ev": 9.152,
  "e_homo_ev": -8.5,
  "smiles": "C=C/C=N\\N/C=N\\C",
  "total_charge": 0
}

---

Entry z
{
  "formula": "C5H9N3",
  "method": "ωB97M-V/def2-TZVPD",
  "elements": ["N", "C", "C", "C", "C", "N", "C", "N", "H", "H", "H", "H", "H", "H", "H", "H", "H"],
  "coordinates": [[-0.69333, -2.26936, -0.36193], [-1.54634, -1.09091, -0.68335], [-1.22173, 0.06870, 0.24898], [0.03367, 0.64223, 0.12439], [1.06266, 0.55619, 1.16403], [2.04796, 1.44939, 0.73743], [1.75867, 1.93742, -0.50130], [0.55150, 1.51811, -0.78493], [-1.14628, -3.05024, -0.80912], [0.26134, -2.20971, -0.78946], [-1.42125, -0.83033, -1.79912], [-2.55580, -1.51372, -0.52752], [-1.40920, -0.27256, 1.35902], [-2.02292, 0.80095, 0.17495], [0.93294, 0.08602, 2.16027], [2.91168, 1.66336, 1.40726], [2.45644, 2.51444, -1.11961]],
  "gap_ev": 9.164,
  "e_homo_ev": -8.3,
  "smiles": "NCCc1c[nH]cn1",
  "total_charge": 0
}

---

Energies, relative to the best one, in kcal/mol: entry w 112.4; entry x 69.2; entry y 36.5; entry z 0.0.

---

Entry w
{
  "formula": "C22H28N2O3",
  "method": "ωB97M-V/def2-TZVPD",
  "elements": ["C", "O", "C", "C", "C", "C", "C", "C", "C", "O", "N", "C", "C", "C", "C", "N", "C", "C", "C", "C", "C", "C", "C", "C", "C", "O", "C", "H", "H", "H", "H", "H", "H", "H", "H", "H", "H", "H", "H", "H", "H", "H", "H", "H", "H", "H", "H", "H", "H", "H", "H", "H", "H", "H", "H"],
  "coordinates": [[-1.45117, 3.80309, -1.98779], [-1.96656, 2.75556, -1.20590], [-1.73144, 1.47231, -1.60901], [-0.98539, 1.10187, -2.71363], [-0.77303, -0.24037, -3.00504], [-1.31345, -1.22986, -2.20824], [-1.05767, -2.68265, -2.48458], [-0.04260, -3.28329, -1.49716], [1.34151, -2.69336, -1.71572], [2.00693, -3.05689, -2.67039], [1.83224, -1.80381, -0.81835], [3.21954, -1.39031, -0.93755], [3.33698, 0.11646, -1.14573], [2.65601, 0.84964, 0.00540], [1.19812, 0.38088, 0.07848], [0.40303, 1.11032, 1.03869], [0.33817, 0.92624, 2.40202], [1.35316, 0.35560, 3.17236], [1.21877, 0.24724, 4.54418], [0.08400, 0.70714, 5.18758], [-0.92329, 1.29190, 4.43611], [-0.80060, 1.39903, 3.06745], [1.14059, -1.15281, 0.26756], [-2.08350, -0.86171, -1.10481], [-2.29438, 0.46690, -0.78981], [-3.00239, 0.91782, 0.28647], [-3.59551, -0.02811, 1.14014], [-0.35677, 3.77511, -2.02781], [-1.85286, 3.78239, -3.00606], [-1.76865, 4.72014, -1.49441], [-0.55240, 1.85145, -3.35654], [-0.17274, -0.50743, -3.86122], [-0.66359, -2.80470, -3.49424], [-1.99202, -3.24415, -2.40752], [0.05400, -4.34865, -1.71831], [-0.38980, -3.17850, -0.47149], [3.74623, -1.67739, -0.01876], [3.64874, -1.93373, -1.78038], [2.85809, 0.38547, -2.08910], [4.39073, 0.39139, -1.20567], [3.17892, 0.63762, 0.93769], [2.68012, 1.92891, -0.15199], [0.75071, 0.58650, -0.90050], [-0.44509, 1.50504, 0.66205], [2.26174, 0.00381, 2.71158], [2.01848, -0.20090, 5.11686], [-0.01264, 0.61738, 6.25880], [-1.81396, 1.66373, 4.92224], [-1.58874, 1.85726, 2.48624], [1.61477, -1.43503, 1.21407], [0.09412, -1.44821, 0.30248], [-2.51803, -1.63856, -0.49439], [-4.31388, -0.65908, 0.60701], [-2.84337, -0.65838, 1.62752], [-4.12018, 0.54970, 1.89913]],
  "gap_ev": 8.297,
  "e_homo_ev": -7.6,
  "smiles": "COc1ccc(CCC(=O)N2CCC[C@H](Nc3ccccc3)C2)cc1OC",
  "total_charge": 0
}

---

Entry x
{
  "formula": "C22H28N2O3",
  "method": "ωB97M-V/def2-TZVPD",
  "elements": ["C", "O", "C", "C", "C", "C", "C", "C", "C", "O", "C", "C", "N", "C", "O", "N", "C", "C", "C", "C", "C", "C", "C", "C", "C", "C", "C", "H", "H", "H", "H", "H", "H", "H", "H", "H", "H", "H", "H", "H", "H", "H", "H", "H", "H", "H", "H", "H", "H", "H", "H", "H", "H", "H", "H"],
  "coordinates": [[0.35618, 4.62172, 3.85257], [1.39757, 3.70130, 3.64411], [1.08678, 2.37723, 3.54755], [-0.19333, 1.84671, 3.64763], [-0.38444, 0.47965, 3.53209], [0.67495, -0.38860, 3.31162], [0.45095, -1.86481, 3.16466], [0.20669, -2.34374, 1.71056], [-0.08240, -3.86027, 1.79031], [-1.18526, -4.19455, 2.59714], [1.45561, -2.09594, 0.85260], [1.21137, -2.32319, -0.64057], [0.09491, -1.52479, -1.11283], [0.40171, -0.27463, -1.60164], [1.55088, 0.07229, -1.80105], [-0.66268, 0.55076, -1.86573], [-0.44348, 1.78045, -2.60947], [-0.67842, 1.58812, -4.08531], [-1.82493, 2.07320, -4.69915], [-2.04528, 1.85276, -6.04819], [-1.12387, 1.13741, -6.79296], [0.01970, 0.64475, -6.18549], [0.24193, 0.86881, -4.83921], [-1.12377, -1.85808, -0.41017], [-0.97078, -1.57655, 1.08819], [1.95517, 0.15370, 3.23348], [2.16186, 1.51130, 3.34575], [0.83101, 5.60090, 3.89213], [-0.36733, 4.60496, 3.03056], [-0.16400, 4.43490, 4.79815], [-1.04853, 2.48173, 3.81964], [-1.38663, 0.08559, 3.62742], [1.32270, -2.40004, 3.54654], [-0.41275, -2.16652, 3.76116], [-0.21165, -4.28160, 0.78518], [0.77126, -4.36001, 2.25494], [-1.98267, -3.82791, 2.20031], [2.27223, -2.73785, 1.18702], [1.76198, -1.05589, 0.97777], [2.09413, -2.02132, -1.20533], [0.99498, -3.37345, -0.85572], [-1.56687, 0.13160, -2.01177], [0.59379, 2.06889, -2.42352], [-1.11372, 2.54668, -2.20791], [-2.54650, 2.63348, -4.12020], [-2.93821, 2.23951, -6.51776], [-1.29577, 0.96534, -7.84539], [0.74161, 0.08762, -6.76444], [1.13152, 0.48990, -4.35841], [-1.97232, -1.29511, -0.80027], [-1.32463, -2.92030, -0.58930], [-1.90346, -1.81182, 1.60704], [-0.78544, -0.50705, 1.20842], [2.80463, -0.49881, 3.09420], [3.15301, 1.93157, 3.28304]],
  "gap_ev": 8.826,
  "e_homo_ev": -8.3,
  "smiles": "COc1ccc(CC2(CO)CCN(C(=O)NCc3ccccc3)CC2)cc1",
  "total_charge": 0
}

---

Entry y
{
  "formula": "C22H28N2O3",
  "method": "ωB97M-V/def2-TZVPD",
  "elements": ["C", "O", "C", "C", "C", "C", "C", "N", "C", "C", "C", "O", "N", "C", "C", "O", "C", "C", "C", "C", "C", "C", "C", "C", "C", "C", "C", "H", "H", "H", "H", "H", "H", "H", "H", "H", "H", "H", "H", "H", "H", "H", "H", "H", "H", "H", "H", "H", "H", "H", "H", "H", "H", "H", "H"],
  "coordinates": [[6.63239, 0.71343, -1.20631], [5.30347, 0.86721, -1.63689], [4.29778, 0.60575, -0.75216], [4.47846, 0.18770, 0.56024], [3.37608, -0.04391, 1.36707], [2.08539, 0.12600, 0.89328], [0.90567, -0.17206, 1.78152], [-0.28386, 0.54637, 1.37582], [-0.16865, 1.98541, 1.51908], [-1.03794, 2.72621, 0.48422], [-1.67919, 1.81820, -0.55052], [-1.49594, 1.98963, -1.74487], [-2.51450, 0.86187, -0.08305], [-3.26646, 0.08327, -1.05152], [-4.71889, 0.59353, -1.10864], [-4.77951, 1.98967, -1.23709], [-3.21845, -1.42964, -0.81875], [-1.83007, -2.00428, -0.70416], [-0.78690, -1.58303, -1.51801], [0.47108, -2.14792, -1.40058], [0.70721, -3.14302, -0.46894], [-0.32735, -3.57870, 0.34092], [-1.58439, -3.01309, 0.22108], [-2.72078, 0.67800, 1.33075], [-1.48830, 0.03306, 1.98438], [1.91157, 0.54360, -0.42246], [2.99968, 0.78396, -1.23259], [7.25253, 0.97461, -2.06255], [6.84368, -0.31953, -0.90983], [6.86686, 1.38475, -0.37333], [5.46591, 0.04177, 0.96961], [3.53322, -0.36594, 2.38736], [1.17512, 0.03307, 2.83525], [0.68195, -1.24233, 1.70280], [-0.43590, 2.30649, 2.54186], [0.87660, 2.24935, 1.35336], [-1.83918, 3.28684, 0.97192], [-0.42927, 3.43939, -0.07221], [-2.80015, 0.31477, -2.01660], [-5.25618, 0.35851, -0.18531], [-5.23811, 0.10000, -1.94438], [-4.15131, 2.26486, -1.91690], [-3.78998, -1.68985, 0.07542], [-3.72458, -1.90105, -1.66759], [-0.94617, -0.80560, -2.24855], [1.27277, -1.80700, -2.03767], [1.69184, -3.57631, -0.37428], [-0.15661, -4.35867, 1.06947], [-2.38862, -3.36351, 0.85502], [-3.59172, 0.04137, 1.48476], [-2.93412, 1.64353, 1.79945], [-1.52311, 0.21798, 3.07565], [-1.50702, -1.04589, 1.81856], [0.91325, 0.68693, -0.80201], [2.87072, 1.11425, -2.25116]],
  "gap_ev": 9.002,
  "e_homo_ev": -8.2,
  "smiles": "COc1ccc(CN2CCC(=O)N([C@H](CO)Cc3ccccc3)CC2)cc1",
  "total_charge": 0
}

---

Energies, relative to the best one, in kcal/mol: entry w 11.1; entry x 0.0; entry y 14.9.

---

Entry w
{
  "formula": "C5H11NS",
  "method": "ωB97M-V/def2-TZVPD",
  "elements": ["N", "C", "C", "C", "C", "C", "S", "H", "H", "H", "H", "H", "H", "H", "H", "H", "H", "H"],
  "coordinates": [[-1.42961, -1.74010, -0.20290], [-0.43557, -1.39116, -1.19095], [0.30938, -0.05643, -1.05091], [1.18174, -0.11412, 0.27676], [0.46815, 0.78083, 1.31825], [-0.17668, 1.99128, 0.58374], [-0.90136, 1.29156, -0.96456], [-1.00123, -1.53497, 0.66604], [-2.30842, -1.22998, -0.26601], [-0.96594, -1.38261, -2.09555], [0.28392, -2.24195, -1.34825], [1.03083, 0.10396, -1.86572], [2.18823, 0.30841, 0.07931], [1.34549, -1.13789, 0.65947], [1.17370, 1.06621, 2.10713], [-0.38586, 0.17052, 1.79063], [-1.01506, 2.42438, 1.17856], [0.63828, 2.69207, 0.32495]],
  "gap_ev": 9.537,
  "e_homo_ev": -8.6,
  "smiles": "NC[C@@H]1CCCS1",
  "total_charge": 0
}

---

Entry x
{
  "formula": "C5H11NS",
  "method": "ωB97M-V/def2-TZVPD",
  "elements": ["C", "C", "C", "N", "C", "C", "S", "H", "H", "H", "H", "H", "H", "H", "H", "H", "H", "H"],
  "coordinates": [[0.90812, -0.98338, 1.52842], [1.48986, -0.38470, 0.28738], [1.43142, -1.22702, -1.02638], [0.29936, -0.45206, -1.49114], [0.64471, 0.62937, -0.56608], [-0.54709, 1.45834, -0.05647], [-2.05401, 0.48498, 0.48415], [-0.13140, -1.36305, 1.37427], [1.44532, -1.88348, 1.92253], [0.85115, -0.29804, 2.40471], [2.52190, -0.04561, 0.48257], [2.38165, -1.03478, -1.59806], [1.29341, -2.31672, -0.90338], [0.18275, -0.31591, -2.49377], [1.35959, 1.38122, -0.94902], [-0.24160, 2.14537, 0.73250], [-0.89540, 1.99723, -0.94053], [-1.56084, 0.18278, 1.65859]],
  "gap_ev": 9.687,
  "e_homo_ev": -8.7,
  "smiles": "C[C@H]1CN[C@H]1CS",
  "total_charge": 0
}

---

Energies, relative to the best one, in kcal/mol: entry w 0.0; entry x 22.8.